{"formula": "C51H32BrClN4O6Tc", "method": "ωB97M-V/def2-TZVPD", "symbols": ["Tc", "C", "C", "C", "C", "C", "C", "C", "C", "C", "C", "C", "N", "C", "C", "C", "C", "C", "C", "C", "C", "C", "C", "C", "C", "C", "N", "C", "C", "C", "C", "C", "C", "C", "C", "C", "C", "C", "C", "N", "C", "C", "N", "C", "C", "C", "C", "C", "C", "H", "H", "H", "H", "H", "H", "H", "H", "H", "H", "H", "H", "H", "H", "H", "H", "H", "H", "H", "H", "H", "H", "H", "H", "H", "H", "H", "H", "O", "Cl", "O", "O", "O", "Br", "C", "C", "C", "C", "C", "C", "C", "O", "O", "H", "H", "H", "H"], "coordinates": [[0.680, 0.237, -1.331], [-4.130, -0.352, -7.485], [-4.313, -1.339, -6.532], [-3.552, -1.337, -5.372], [-2.605, -0.344, -5.161], [-2.429, 0.653, -6.117], [-3.185, 0.645, -7.277], [-1.787, -0.314, -3.921], [-0.973, -1.345, -3.646], [-0.837, -2.693, -4.163], [-0.329, -3.497, -3.213], [-0.113, -2.687, -2.008], [-0.132, -1.323, -2.463], [-0.192, -2.973, -0.700], [-0.067, -2.029, 0.430], [-0.288, -2.482, 1.764], [0.340, -1.589, 2.571], [0.951, -0.584, 1.758], [2.123, 0.094, 2.041], [3.148, -0.352, 3.023], [4.383, 0.304, 2.971], [5.418, -0.055, 3.816], [5.247, -1.081, 4.730], [4.046, -1.775, 4.759], [3.019, -1.434, 3.898], [1.855, 2.422, 1.346], [0.474, 2.251, 1.641], [-0.305, 2.189, 0.462], [-1.636, 2.016, 0.331], [-2.652, 1.910, 1.402], [-3.450, 2.989, 1.755], [-4.408, 2.853, 2.745], [-4.586, 1.633, 3.381], [-3.812, 0.543, 3.011], [-2.854, 0.680, 2.021], [-2.089, 1.735, -1.025], [-3.250, 2.115, -1.683], [-3.192, 1.518, -2.947], [-2.017, 0.766, -2.988], [-1.330, 0.916, -1.799], [0.661, 2.243, -0.690], [1.848, 2.947, -0.091], [0.473, -0.807, 0.420], [-0.284, -4.409, -0.316], [0.829, -5.056, 0.212], [0.750, -6.395, 0.556], [-0.441, -7.089, 0.382], [-1.549, -6.446, -0.143], [-1.470, -5.107, -0.498], [-4.723, -0.353, -8.389], [-5.057, -2.110, -6.686], [-3.706, -2.095, -4.616], [-1.701, 1.434, -5.943], [-3.040, 1.420, -8.018], [-1.171, -2.997, -5.141], [-0.163, -4.559, -3.274], [-0.823, -3.371, 2.039], [0.344, -1.591, 3.644], [4.539, 1.083, 2.242], [6.363, 0.466, 3.748], [6.054, -1.361, 5.394], [3.916, -2.607, 5.437], [2.143, -2.054, 3.911], [-3.301, 3.946, 1.271], [-5.017, 3.701, 3.025], [-5.333, 1.529, 4.155], [-3.956, -0.415, 3.493], [-2.245, -0.165, 1.726], [-4.027, 2.745, -1.289], [-3.936, 1.556, -3.724], [0.235, 2.798, -1.534], [3.446, 2.013, -0.802], [1.753, -4.507, 0.339], [1.619, -6.898, 0.956], [-0.501, -8.134, 0.656], [-2.477, -6.984, -0.276], [-2.331, -4.597, -0.910], [3.098, -1.502, -0.079], [3.046, -0.466, -1.187], [4.097, 0.616, -0.955], [2.546, 1.134, 1.312], [1.127, -0.847, -2.819], [-0.211, 2.828, 3.251], [2.536, 3.495, 2.151], [3.143, 3.463, 3.394], [3.598, 4.663, 3.928], [3.426, 5.869, 3.256], [2.793, 5.905, 2.024], [2.363, 4.707, 1.480], [1.657, 4.467, 0.188], [1.076, 5.260, -0.497], [3.050, 2.931, -0.772], [3.248, 2.544, 3.951], [4.086, 4.659, 4.893], [3.788, 6.784, 3.705], [2.643, 6.830, 1.486]], "lumo_ev": [-1.67, -1.66], "orbital_gap_ev": [5.29, 5.31], "energy_ev": -156405.2325, "s_squared": 0.7570, "total_charge": 0, "spin_multiplicity": 2}


{"formula": "C51H32BrF4IrN6P", "method": "ωB97M-V/def2-TZVPD", "symbols": ["Ir", "C", "C", "C", "C", "N", "C", "N", "C", "N", "C", "N", "C", "C", "C", "C", "C", "N", "C", "C", "C", "C", "C", "C", "H", "H", "H", "H", "H", "H", "H", "H", "H", "H", "H", "H", "C", "C", "C", "C", "C", "C", "C", "C", "C", "C", "C", "C", "C", "C", "C", "N", "H", "H", "H", "H", "H", "H", "H", "H", "H", "H", "F", "C", "C", "F", "C", "F", "C", "P", "C", "C", "C", "C", "C", "C", "C", "C", "C", "C", "C", "C", "C", "Br", "C", "F", "H", "H", "H", "H", "H", "H", "H", "H", "H", "H"], "coordinates": [[0.348, 0.281, 0.451], [2.474, -3.550, 3.385], [1.398, -4.426, 3.468], [0.327, -4.210, 2.640], [0.288, -3.124, 1.751], [1.393, -2.339, 1.607], [2.448, -2.569, 2.438], [-0.913, -2.994, 1.123], [-1.669, -1.965, 1.023], [-1.362, -0.621, 1.149], [-2.573, 0.095, 1.238], [-2.782, 1.348, 1.304], [-1.858, 2.370, 1.192], [-2.347, 3.647, 1.499], [-1.531, 4.744, 1.376], [-0.222, 4.557, 0.932], [0.195, 3.282, 0.647], [-0.595, 2.193, 0.772], [-3.682, -0.874, 1.158], [-5.048, -0.686, 1.228], [-5.847, -1.804, 1.018], [-5.290, -3.055, 0.749], [-3.911, -3.236, 0.703], [-3.128, -2.116, 0.906], [3.346, -3.646, 4.016], [1.401, -5.257, 4.161], [-0.550, -4.837, 2.663], [3.307, -1.936, 2.314], [-3.375, 3.723, 1.820], [-1.902, 5.733, 1.612], [0.464, 5.383, 0.814], [1.206, 3.092, 0.315], [-5.469, 0.290, 1.431], [-6.924, -1.707, 1.064], [-5.947, -3.900, 0.589], [-3.470, -4.206, 0.518], [2.812, -3.306, -0.725], [4.069, -2.671, -0.531], [4.143, -1.401, -0.070], [2.943, -0.778, 0.500], [1.583, -1.420, 0.352], [1.602, -2.431, -0.826], [3.019, 0.279, 1.439], [4.225, 0.834, 1.944], [4.169, 1.760, 2.939], [2.926, 2.125, 3.515], [2.825, 3.016, 4.602], [1.606, 3.297, 5.156], [0.443, 2.678, 4.653], [0.504, 1.823, 3.588], [1.747, 1.546, 2.979], [1.821, 0.713, 1.903], [2.759, -4.345, -1.016], [4.975, -3.211, -0.781], [5.091, -0.889, 0.003], [0.695, -3.038, -0.799], [5.174, 0.514, 1.541], [5.076, 2.206, 3.326], [3.728, 3.462, 4.998], [1.532, 3.975, 5.994], [-0.510, 2.872, 5.128], [-0.384, 1.321, 3.227], [1.811, 4.429, -5.658], [1.397, 3.512, -4.808], [0.274, 2.755, -5.082], [-0.395, 2.933, -6.207], [-0.138, 1.795, -4.173], [-1.190, 1.058, -4.529], [0.512, 1.574, -2.958], [-0.199, 0.297, -1.837], [-1.979, 0.586, -1.940], [-2.875, -0.478, -1.919], [-4.239, -0.235, -1.992], [-4.711, 1.066, -2.062], [-3.819, 2.132, -2.049], [-2.458, 1.897, -1.986], [0.262, -1.226, -2.636], [1.627, -1.724, -2.243], [2.187, -2.661, -3.274], [1.424, -3.233, -4.235], [0.066, -2.873, -4.394], [-0.461, -1.815, -3.635], [1.682, 2.310, -2.742], [2.854, 1.968, -1.307], [2.107, 3.271, -3.641], [3.215, 3.966, -3.422], [-2.519, -1.498, -1.849], [-4.931, -1.067, -1.987], [-5.775, 1.253, -2.126], [-4.187, 3.149, -2.099], [-1.769, 2.735, -1.993], [2.324, -0.880, -2.139], [3.244, -2.891, -3.217], [1.868, -3.942, -4.922], [-0.539, -3.340, -5.158], [-1.442, -1.437, -3.891]], "lumo_ev": [-5.76, -7.61], "orbital_gap_ev": [5.94, 5.82], "energy_ev": -155370.9130, "s_squared": 8.8236, "total_charge": 2, "spin_multiplicity": 6}


{"formula": "C51H34F15GeO2S3SbSnTe", "method": "ωB97M-V/def2-TZVPD", "symbols": ["Sn", "Te", "C", "C", "C", "C", "C", "C", "H", "H", "H", "H", "H", "F", "C", "C", "C", "F", "C", "F", "C", "F", "C", "F", "Ge", "S", "C", "C", "F", "C", "F", "C", "F", "C", "F", "C", "F", "C", "C", "F", "C", "F", "C", "F", "C", "F", "C", "F", "C", "S", "C", "O", "H", "H", "H", "H", "H", "H", "C", "C", "C", "C", "C", "C", "Sb", "C", "C", "C", "C", "C", "C", "C", "C", "C", "C", "C", "C", "H", "H", "H", "H", "H", "H", "H", "H", "H", "H", "H", "H", "H", "H", "H", "C", "S", "O", "C", "C", "C", "C", "C", "C", "H", "H", "H", "H", "H", "H", "H", "H"], "coordinates": [[0.481, -0.693, 0.954], [-1.652, 0.869, -0.499], [-3.211, 2.194, 0.077], [-4.315, 2.227, -0.766], [-5.386, 3.055, -0.461], [-5.347, 3.849, 0.675], [-4.232, 3.825, 1.501], [-3.155, 3.001, 1.204], [-4.348, 1.635, -1.675], [-6.245, 3.081, -1.118], [-6.182, 4.495, 0.910], [-4.193, 4.452, 2.382], [-2.284, 3.000, 1.840], [6.958, 0.335, 0.316], [6.263, 0.014, 1.412], [4.877, -0.008, 1.343], [4.210, -0.340, 2.501], [2.857, -0.412, 2.522], [4.862, -0.623, 3.685], [4.173, -0.932, 4.781], [6.246, -0.584, 3.719], [6.886, -0.852, 4.843], [6.958, -0.265, 2.572], [8.280, -0.226, 2.604], [4.130, 0.379, -0.418], [1.915, 0.370, -0.718], [4.802, -1.057, -1.556], [5.645, -0.907, -2.645], [6.116, 0.295, -2.978], [6.035, -1.986, -3.421], [6.840, -1.819, -4.459], [5.570, -3.254, -3.109], [5.924, -4.291, -3.850], [4.740, -3.439, -2.014], [4.293, -4.656, -1.707], [4.390, -2.343, -1.253], [3.626, -2.549, -0.158], [4.652, 2.136, -1.076], [4.255, 2.488, -2.357], [3.581, 1.601, -3.102], [4.531, 3.724, -2.905], [4.135, 4.034, -4.132], [5.234, 4.650, -2.149], [5.508, 5.841, -2.654], [5.647, 4.333, -0.865], [6.311, 5.228, -0.142], [5.350, 3.084, -0.348], [5.747, 2.826, 0.908], [-0.556, -4.048, -2.332], [0.432, -2.644, -1.860], [0.325, -1.731, -3.391], [-0.460, -1.882, -0.852], [-0.045, -4.543, -3.158], [-1.547, -3.705, -2.630], [-0.610, -4.719, -1.478], [0.923, -2.254, -4.138], [0.738, -0.742, -3.206], [-0.718, -1.676, -3.699], [-7.645, 0.454, 1.789], [-6.446, 0.540, 2.487], [-5.274, 0.081, 1.907], [-5.314, -0.462, 0.626], [-6.507, -0.542, -0.081], [-7.677, -0.086, 0.511], [-3.526, -1.152, -0.233], [-2.975, -2.758, 1.014], [-3.101, -4.070, 0.575], [-2.762, -5.112, 1.430], [-2.297, -4.842, 2.709], [-2.177, -3.530, 3.146], [-2.518, -2.484, 2.300], [-3.995, -1.917, -2.134], [-3.350, -1.393, -3.252], [-3.629, -1.908, -4.511], [-4.544, -2.942, -4.651], [-5.197, -3.455, -3.538], [-4.929, -2.944, -2.276], [-8.559, 0.809, 2.245], [-6.426, 0.964, 3.481], [-4.341, 0.158, 2.455], [-6.535, -0.947, -1.086], [-8.612, -0.150, -0.029], [-3.464, -4.291, -0.420], [-2.868, -6.136, 1.096], [-2.038, -5.657, 3.372], [-1.825, -3.322, 4.148], [-2.435, -1.463, 2.657], [-2.644, -0.577, -3.147], [-3.140, -1.493, -5.384], [-4.758, -3.342, -5.633], [-5.924, -4.248, -3.651], [-5.455, -3.337, -1.414], [0.643, 5.223, 0.909], [1.005, 3.550, 0.384], [-0.360, 2.992, 0.030], [1.415, 2.881, 1.990], [2.731, 2.958, 2.418], [3.070, 2.463, 3.669], [2.098, 1.875, 4.470], [0.785, 1.791, 4.027], [0.434, 2.300, 2.781], [-0.133, 5.200, 1.672], [0.311, 5.769, 0.028], [1.560, 5.664, 1.300], [3.478, 3.421, 1.787], [4.092, 2.536, 4.016], [2.366, 1.483, 5.443], [0.026, 1.347, 4.659], [-0.594, 2.261, 2.436]], "lumo_ev": -5.37, "relative_energy_kj_mol": 0.00, "orbital_gap_ev": 8.15, "energy_ev": -206963.8280, "total_charge": 2}